The following is a DFT calculation (ωB97M-V with the def2-TZVPD basis set) of a structure of composition C41H54N5ORuSi2 in a non-equilibrium geometry.

```
104
Properties=species:S:1:pos:R:3:lowdin_spin:R:1
Ru -0.38 0.64 -0.15 3.365
C -1.92 -3.58 0.47 0.011
N -1.97 -2.36 -0.33 0.156
C -2.72 -1.28 0.28 0.048
C -1.79 -2.44 -1.66 0.118
C -1.72 -3.71 -2.30 0.002
C -1.86 -3.82 -3.66 0.120
C -2.11 -2.68 -4.45 0.029
C -2.07 -1.44 -3.89 0.068
C -1.74 -1.25 -2.50 0.062
N -1.40 -0.05 -2.00 0.362
C -1.51 1.07 -2.90 0.033
C -0.62 1.21 -3.95 0.017
C -0.79 2.22 -4.89 -0.001
C -1.85 3.10 -4.77 0.012
C -2.70 3.01 -3.68 -0.001
C -2.54 2.00 -2.74 0.021
N -3.45 1.86 -1.64 0.014
C -4.66 1.14 -2.06 0.001
C -3.80 3.13 -1.01 0.001
H -2.85 -4.15 0.37 0.006
H -1.78 -3.31 1.51 0.001
H -1.09 -4.20 0.19 0.001
H -3.21 -1.66 1.17 0.003
H -3.48 -0.90 -0.40 0.003
H -2.13 -0.43 0.58 0.023
H -1.63 -4.60 -1.70 -0.003
H -1.83 -4.81 -4.11 0.006
H -2.32 -2.79 -5.51 0.000
H -2.23 -0.58 -4.51 0.002
H 0.21 0.51 -4.04 0.000
H -0.09 2.31 -5.72 0.000
H -2.01 3.87 -5.52 0.001
H -3.51 3.72 -3.57 0.000
H -5.26 1.73 -2.76 0.000
H -5.28 0.92 -1.18 0.000
H -4.39 0.20 -2.54 0.001
H -2.91 3.74 -0.88 0.000
H -4.54 3.71 -1.60 0.000
H -4.24 2.94 -0.03 0.000
C -0.36 5.68 -2.72 -0.001
C -0.69 5.16 -1.35 -0.001
C -1.45 5.92 -0.47 0.019
C -1.62 5.46 0.82 0.001
C -1.03 4.27 1.20 0.020
C -0.27 3.54 0.28 0.030
N -0.15 3.98 -1.00 0.024
N 0.43 2.39 0.72 0.165
Si 2.15 2.33 0.35 0.026
C 2.81 4.04 -0.02 0.004
C 2.48 1.23 -1.15 0.028
C 3.04 1.74 1.86 0.000
H 0.43 6.43 -2.64 0.000
H -1.22 6.16 -3.19 0.000
H -0.01 4.87 -3.35 0.000
H -1.87 6.87 -0.79 0.001
H -2.19 6.04 1.54 0.000
H -1.11 3.89 2.21 0.001
H 2.52 4.39 -1.01 0.000
H 3.91 4.06 0.06 0.001
H 2.41 4.75 0.72 0.000
H 2.33 1.80 -2.07 0.000
H 1.83 0.35 -1.20 0.008
H 3.50 0.83 -1.13 0.003
H 3.03 2.53 2.63 0.000
H 4.09 1.50 1.64 0.000
H 2.58 0.85 2.27 0.000
C 0.30 0.26 3.77 0.000
C 0.47 -1.27 3.76 0.002
C -0.92 -1.90 3.90 0.000
C 1.34 -1.65 4.97 0.001
Si 1.22 -1.81 2.08 0.020
O 0.53 -1.05 0.84 0.161
C 3.11 -1.68 1.95 0.002
C 3.62 -1.39 0.67 0.000
C 4.98 -1.39 0.41 0.000
C 5.88 -1.69 1.42 0.000
C 5.41 -1.99 2.69 0.000
C 4.04 -2.00 2.95 0.000
C 1.13 -3.70 1.87 0.003
C 0.94 -4.64 2.89 0.001
C 1.06 -6.01 2.65 0.000
C 1.37 -6.47 1.38 0.000
C 1.57 -5.56 0.34 0.000
C 1.45 -4.20 0.59 0.000
H 1.26 0.79 3.82 0.000
H -0.22 0.62 2.89 0.001
H -0.29 0.56 4.66 0.000
H -1.37 -1.61 4.87 0.000
H -0.91 -2.99 3.86 0.000
H -1.59 -1.54 3.11 0.000
H 0.83 -1.36 5.90 0.000
H 2.30 -1.13 4.95 0.000
H 1.53 -2.73 5.03 0.000
H 2.91 -1.14 -0.12 0.000
H 5.34 -1.17 -0.59 0.000
H 6.95 -1.68 1.22 0.000
H 6.11 -2.23 3.49 0.000
H 3.71 -2.28 3.94 0.000
H 0.70 -4.32 3.90 0.000
H 0.91 -6.72 3.46 0.000
H 1.48 -7.54 1.19 0.000
H 1.83 -5.91 -0.65 0.000
H 1.62 -3.49 -0.22 0.000
```

The value obtained for the max |F| is 1.599 eV/Å. The total energy is -2617.628924 Eh. The value obtained for the lowest unoccupied orbital energy (alpha / beta) is 0.6 / -1.6 eV. Its net charge is 0. The HOMO energy (alpha / beta) comes out at -7.439 / -7.925 eV. The spin multiplicity is 6.



The following is a DFT calculation (ωB97M-V with the def2-TZVPD basis set) of a structure of composition C41H55BN10S5Sn.

```
113
Properties=species:S:1:pos:R:3:mulliken_charge:R:1
Sn 3.10 -0.27 -0.08 0.958
C 2.18 1.38 -5.55 -1.796
C 1.05 1.47 -4.58 0.231
C -0.03 2.27 -4.75 -0.498
C -1.08 2.35 -3.78 -0.006
N -1.02 1.66 -2.69 -0.579
N 0.05 0.85 -2.54 0.965
B -0.08 -0.07 -1.38 -1.958
N -0.29 -1.52 -1.66 1.001
N -1.25 -1.64 -2.59 -0.712
C -1.66 -2.84 -2.89 -0.067
C -1.05 -3.97 -2.30 -0.471
C -0.07 -3.84 -1.36 0.047
C 0.59 -5.02 -0.71 -1.725
C 0.30 -2.52 -1.00 1.037
S 1.40 -2.22 0.29 -0.269
C -2.81 -2.97 -3.88 2.223
C -2.31 -3.73 -5.12 -1.738
C -3.93 -3.77 -3.19 -1.553
C -3.34 -1.60 -4.29 -1.941
N -0.62 0.46 -0.12 1.015
N -1.72 -0.23 0.29 -0.537
C -2.47 0.33 1.17 0.022
C -2.16 1.63 1.68 -0.181
C -1.01 2.28 1.34 -0.161
C -0.64 3.60 1.94 -1.756
C -0.15 1.61 0.41 1.069
S 1.40 2.11 -0.02 -0.383
C -3.74 -0.39 1.59 1.951
C -4.89 0.23 0.78 -1.623
C -3.64 -1.88 1.28 -1.611
C -4.00 -0.20 3.09 -1.979
C 1.08 0.70 -3.37 0.868
S 2.30 -0.38 -2.92 -0.391
C -2.29 3.24 -4.01 2.188
C -3.29 3.10 -2.87 -1.769
C -2.96 2.81 -5.33 -1.478
C -1.82 4.70 -4.11 -1.702
H 2.05 2.08 -6.37 0.414
H 2.27 0.37 -5.95 0.363
H 3.13 1.59 -5.04 0.376
H -0.09 2.89 -5.64 0.450
H -1.35 -4.96 -2.62 0.480
H 0.26 -5.95 -1.17 0.433
H 0.36 -5.05 0.36 0.362
H 1.68 -4.94 -0.80 0.378
H -1.92 -4.72 -4.86 0.361
H -1.53 -3.17 -5.63 0.369
H -3.14 -3.87 -5.81 0.473
H -3.63 -4.79 -2.95 0.392
H -4.78 -3.83 -3.87 0.474
H -4.26 -3.28 -2.27 0.229
H -2.57 -1.01 -4.79 0.326
H -3.68 -1.03 -3.42 0.236
H -4.18 -1.73 -4.97 0.544
H -2.84 2.10 2.38 0.535
H -1.48 4.29 1.88 0.428
H 0.22 4.04 1.44 0.426
H -0.39 3.48 3.00 0.289
H -4.72 0.10 -0.29 0.222
H -4.99 1.30 0.98 0.354
H -5.83 -0.25 1.04 0.476
H -3.49 -2.05 0.21 0.122
H -4.56 -2.38 1.58 0.518
H -2.81 -2.34 1.81 0.337
H -4.33 0.82 3.33 0.338
H -3.11 -0.42 3.69 0.416
H -4.79 -0.87 3.41 0.500
H -3.66 2.08 -2.78 0.254
H -4.14 3.76 -3.06 0.512
H -2.84 3.38 -1.91 0.282
H -3.28 1.77 -5.28 0.187
H -2.30 2.94 -6.19 0.362
H -3.85 3.43 -5.50 0.477
H -1.33 5.02 -3.19 0.353
H -2.68 5.35 -4.29 0.466
H -1.12 4.85 -4.94 0.353
C 7.13 0.55 0.05 -0.938
N 7.16 -0.18 1.29 0.272
C 8.22 0.08 2.28 -0.554
C 7.99 -1.01 3.34 -0.488
N 6.99 -1.85 2.69 -0.120
C 6.53 -1.33 1.55 0.190
S 5.33 -2.08 0.61 -0.383
H 8.09 0.48 -0.46 0.340
H 6.90 1.61 0.23 0.288
H 6.36 0.13 -0.59 0.260
H 8.12 1.08 2.69 0.330
H 9.20 0.00 1.80 0.351
H 7.61 -0.60 4.27 0.261
H 8.90 -1.58 3.56 0.327
H 6.62 -2.70 3.07 0.179
S 2.31 0.76 6.79 -0.192
C 2.40 0.45 5.07 1.211
C 1.32 0.06 4.28 -0.948
C 1.53 -0.17 2.93 -0.812
N 2.72 -0.02 2.34 0.327
C 3.75 0.36 3.10 -0.430
C 3.64 0.60 4.45 -1.062
C 0.54 0.77 7.04 -0.056
C -0.18 1.93 6.81 0.107
C -1.56 1.88 6.94 -0.477
N -2.22 0.77 7.27 -0.575
C -1.51 -0.33 7.53 -0.370
C -0.12 -0.38 7.43 -0.016
H 0.33 -0.08 4.69 0.448
H 0.71 -0.49 2.30 0.358
H 4.70 0.50 2.59 0.458
H 4.51 0.91 5.02 0.463
H 0.33 2.85 6.53 0.457
H -2.16 2.76 6.77 0.423
H -2.07 -1.21 7.82 0.386
H 0.42 -1.30 7.65 0.428
```

The value obtained for the max |F| is 0.625 eV/Å. The total energy is -4372.656830 Eh. The value obtained for the lowest unoccupied orbital energy is -5.9 eV. Its net charge is +2. The HOMO energy comes out at -12.175 eV.



The following is a DFT calculation (ωB97M-V with the def2-TZVPD basis set) of a structure of composition C41H56BaN7O4 in a non-equilibrium geometry.

```
109
Properties=species:S:1:pos:R:3:mulliken_charge:R:1
Ba -0.49 0.40 0.19 1.674
C 2.56 1.79 -2.69 -0.863
C 3.62 1.42 -1.65 -0.366
O 3.06 1.48 -0.35 -0.045
C 3.92 0.99 0.65 -0.687
C 3.94 -0.54 0.74 -0.614
O 2.62 -1.01 0.93 0.062
C 2.39 -2.34 0.53 -0.535
C 2.57 -2.58 -0.98 -0.889
O 1.97 -1.52 -1.68 0.568
C 2.37 -1.40 -3.02 -1.070
C 1.63 -0.20 -3.65 -0.676
O 1.48 0.90 -2.79 -0.076
H 3.06 1.91 -3.66 0.494
H 2.12 2.75 -2.40 0.229
H 4.45 2.14 -1.73 0.413
H 4.02 0.42 -1.85 0.224
H 3.54 1.38 1.59 -0.020
H 4.94 1.35 0.49 0.487
H 4.58 -0.84 1.58 0.479
H 4.38 -0.96 -0.17 0.349
H 1.34 -2.52 0.80 0.076
H 3.04 -3.04 1.08 0.338
H 2.11 -3.54 -1.25 0.392
H 3.64 -2.64 -1.24 0.507
H 2.12 -2.31 -3.59 0.409
H 3.46 -1.26 -3.08 0.611
H 0.61 -0.50 -3.90 0.214
H 2.15 0.09 -4.58 0.440
C -0.23 0.92 6.05 -1.289
N -0.36 0.11 4.86 0.607
C -0.95 -1.18 5.08 -1.077
C -0.27 0.67 3.61 -0.598
N -1.10 0.41 2.63 0.687
C -2.41 0.09 3.04 -1.051
C -2.96 0.95 3.97 0.406
C -4.13 0.67 4.67 -1.138
C -4.72 -0.55 4.49 -0.964
C -4.25 -1.43 3.50 1.532
C -4.87 -2.69 3.39 -1.016
C -4.46 -3.59 2.45 -0.930
C -3.53 -3.18 1.49 -0.022
C -2.95 -1.92 1.51 -1.553
N -2.27 -1.56 0.33 0.594
C -2.93 -1.74 -0.79 0.216
N -4.28 -1.76 -0.92 0.707
C -4.93 -2.57 -1.92 -1.363
C -5.19 -1.09 -0.02 -0.733
N -2.27 -1.99 -1.98 0.152
C -2.48 -1.07 -3.08 -0.771
C -0.94 -2.55 -1.93 -0.851
C -3.15 -1.07 2.65 -0.082
N 0.81 1.48 3.44 0.627
C 2.09 1.14 4.03 -1.145
C 0.82 2.54 2.46 -1.042
H -1.17 0.91 6.60 0.364
H 0.00 1.95 5.78 0.367
H 0.55 0.54 6.71 0.372
H -0.34 -1.72 5.80 0.454
H -0.98 -1.74 4.15 0.277
H -1.97 -1.12 5.48 0.286
H -2.41 1.86 4.20 0.625
H -4.50 1.37 5.40 0.448
H -5.58 -0.84 5.08 0.430
H -5.67 -2.94 4.08 0.406
H -4.89 -4.58 2.38 0.405
H -3.31 -3.83 0.66 0.545
H -4.19 -3.18 -2.44 0.403
H -5.48 -1.96 -2.64 0.395
H -5.65 -3.24 -1.43 0.366
H -4.66 -0.39 0.60 -0.194
H -5.73 -1.81 0.61 0.316
H -5.92 -0.55 -0.63 0.494
H -3.53 -0.82 -3.18 0.321
H -2.14 -1.54 -4.01 0.327
H -1.93 -0.13 -2.92 0.081
H -0.87 -3.24 -1.09 0.238
H -0.17 -1.79 -1.84 -0.112
H -0.78 -3.11 -2.86 0.508
H 2.06 1.07 5.11 0.343
H 2.82 1.91 3.78 0.427
H 2.45 0.18 3.63 0.249
H -0.20 2.80 2.18 0.210
H 1.38 2.27 1.56 -0.060
H 1.29 3.43 2.90 0.571
N -2.22 1.77 -0.69 -0.419
C -2.50 2.98 -0.74 -0.652
C -1.55 4.06 -0.28 -0.028
C -1.97 5.05 0.61 -0.252
C -1.06 5.95 1.13 -0.721
C 0.27 5.90 0.75 -0.600
C 0.69 4.95 -0.17 -0.366
C -0.22 4.03 -0.67 -0.332
C -3.83 3.45 -1.23 0.272
C -3.96 4.59 -2.01 -0.262
C -5.21 4.96 -2.47 -0.716
C -6.33 4.21 -2.15 -0.446
C -6.20 3.08 -1.36 -0.585
C -4.95 2.70 -0.90 -0.099
H -3.01 5.10 0.90 0.537
H -1.39 6.71 1.83 0.438
H 0.98 6.61 1.15 0.434
H 1.72 4.92 -0.49 0.483
H 0.10 3.29 -1.39 0.490
H -3.09 5.17 -2.26 0.455
H -5.32 5.84 -3.09 0.397
H -7.31 4.51 -2.51 0.396
H -7.08 2.50 -1.09 0.416
H -4.82 1.82 -0.28 0.270
```

The value obtained for the max |F| is 2.265 eV/Å. The total energy is -2305.452091 Eh. The value obtained for the lowest unoccupied orbital energy is -1.7 eV. Its net charge is +1. The HOMO energy comes out at -8.861 eV.



The following is a DFT calculation (ωB97M-V with the def2-TZVPD basis set) of a structure of composition C41H56I4N5O6SSi5Y in a non-equilibrium geometry.

```
119
Properties=species:S:1:pos:R:3:mulliken_charge:R:1
Y 11.16 10.78 17.12 1.214
I 12.24 11.30 10.89 -0.321
I 11.51 20.32 13.61 -0.890
I 13.21 5.24 14.01 0.076
I 16.36 4.98 12.47 -0.071
O 10.44 8.44 20.72 -0.701
C 10.81 9.57 20.56 -0.093
N 11.49 10.28 21.52 -0.227
C 12.04 11.61 21.15 3.486
C 11.54 11.50 19.67 0.146
O 11.80 12.33 18.76 -0.522
N 10.83 10.41 19.39 -0.577
C 11.38 12.80 21.85 -0.632
C 11.66 14.13 21.44 -0.463
C 11.17 15.16 22.19 -0.684
C 10.29 15.01 23.28 -0.439
C 9.91 13.73 23.62 -0.775
C 10.52 12.65 22.93 -0.070
C 13.56 11.63 21.37 -0.617
C 14.44 11.78 20.29 0.522
C 15.84 11.96 20.47 -0.913
C 16.30 11.94 21.78 -0.342
C 15.40 11.78 22.85 -0.880
C 14.06 11.71 22.68 -0.504
H 11.37 9.83 22.40 0.304
H 12.26 14.30 20.58 0.545
H 11.46 16.19 21.93 0.355
H 9.75 15.83 23.81 0.308
H 9.22 13.48 24.44 0.367
H 10.27 11.64 23.17 0.347
H 14.01 11.78 19.24 0.101
H 16.56 12.09 19.64 0.425
H 17.38 11.97 21.98 0.303
H 15.82 11.72 23.82 0.454
H 13.36 11.85 23.48 0.460
O 15.68 10.14 17.32 -0.667
C 14.50 10.04 17.19 0.750
N 13.31 9.98 17.09 -0.932
C 9.53 8.85 12.94 -1.132
Si 8.91 10.11 14.18 0.043
C 6.95 9.89 14.23 -1.416
C 9.16 11.80 13.54 -0.411
N 9.75 9.74 15.61 0.359
C 9.38 8.70 16.47 -0.012
C 10.18 7.55 16.69 0.006
C 9.74 6.49 17.50 -0.488
C 8.53 6.56 18.12 -0.334
C 7.74 7.67 17.93 -1.144
C 8.18 8.74 17.19 -0.131
H 9.13 9.13 11.95 0.331
H 9.11 7.81 13.15 0.175
H 10.58 8.78 12.77 0.370
H 6.70 10.22 13.26 0.473
H 6.54 10.57 14.97 0.316
H 6.57 8.88 14.32 0.343
H 8.40 12.46 14.00 0.268
H 9.00 11.82 12.44 0.329
H 10.12 12.24 13.82 -0.134
H 11.13 7.40 16.18 0.424
H 10.38 5.58 17.64 0.273
H 8.37 5.80 18.89 0.293
H 6.78 7.73 18.28 0.539
H 7.47 9.48 16.86 0.387
C 10.24 13.43 8.10 -1.253
Si 11.46 14.54 9.09 0.633
C 10.59 15.11 10.65 -0.722
C 12.01 15.87 7.94 -1.148
Si 13.37 13.40 10.07 -0.145
Si 14.77 12.65 8.34 0.530
C 16.18 13.88 8.24 -0.959
C 13.88 12.82 6.75 -0.933
C 15.49 10.92 8.58 -1.056
Si 14.60 14.21 11.81 0.547
C 15.70 15.58 11.25 -1.385
C 15.77 12.84 12.34 -1.244
C 13.54 14.92 13.25 -0.872
H 9.83 14.03 7.28 0.344
H 9.40 13.12 8.73 0.355
H 10.73 12.62 7.62 0.391
H 9.66 15.65 10.55 0.480
H 11.23 15.73 11.26 0.242
H 10.34 14.13 11.11 -0.106
H 11.20 16.58 7.67 0.392
H 12.33 15.46 6.96 0.309
H 12.83 16.50 8.32 0.330
H 15.73 14.87 8.12 0.286
H 16.93 13.57 7.47 0.349
H 16.66 13.95 9.22 0.156
H 13.97 13.87 6.51 0.169
H 12.90 12.50 6.85 0.187
H 14.36 12.25 5.95 0.386
H 15.48 10.31 7.62 0.314
H 14.74 10.41 9.27 0.250
H 16.47 10.96 9.05 0.306
H 16.69 15.19 10.98 0.389
H 15.84 16.24 12.04 0.530
H 15.50 16.31 10.44 0.365
H 16.29 12.41 11.51 0.294
H 15.21 12.12 12.89 0.351
H 16.58 13.10 12.97 0.463
H 13.39 16.00 13.07 0.491
H 14.00 14.74 14.31 0.310
H 12.60 14.48 13.18 -0.028
O 11.25 12.87 16.04 -1.122
C 10.22 13.52 16.34 1.018
N 9.32 12.84 17.07 -0.424
S 7.94 13.75 17.30 1.070
O 6.86 13.07 16.60 -0.692
O 7.76 14.30 18.61 -0.703
C 8.52 15.22 16.36 0.213
C 7.95 16.44 16.13 -0.812
C 8.76 17.42 15.49 -0.475
C 9.98 17.12 14.96 -0.205
C 10.53 15.85 15.20 -0.228
C 9.82 14.95 15.92 0.140
H 7.01 16.62 16.47 0.606
H 8.33 18.39 15.30 0.463
H 10.55 17.93 14.39 -0.354
H 11.52 15.54 14.88 0.634
```

The value obtained for the max |F| is 3.226 eV/Å. The total energy is -5396.357421 Eh. The value obtained for the lowest unoccupied orbital energy is -1.4 eV. Its net charge is -2. The HOMO energy comes out at -2.645 eV.